[1]
Computed, not measured: C23H27N7Os as an isolated structure in a non-equilibrium geometry, with wB97M-V/def2-TZVPD.

## Properties
- total charge = +4
- LUMO energy (alpha / beta) (eV) = -15.4245 / -15.4259
- HOMO (alpha / beta) (eV) = -21.26 / -21.26
- 2S+1 = 1
- max |F| (eV/Å) = 2.2
- DFT total energy (eV) = -37143.61453
- HOMO-LUMO gap (alpha / beta) (Ha) = 0.2146 / 0.2146

Each line ends with the Löwdin charge.
Geometry (Å):
Os (0.01, -0.81, -0.42)  1.60
C (2.30, -1.39, -2.64)  0.01
C (2.81, -1.50, -1.24)  -0.25
C (4.14, -1.78, -0.97)  0.06
C (4.57, -1.89, 0.34)  0.09
C (3.65, -1.75, 1.40)  0.07
C (2.35, -1.49, 1.11)  -0.16
N (1.93, -1.31, -0.21)  -0.05
C (1.24, -1.49, 2.08)  -0.16
C (1.28, -1.81, 3.43)  0.08
C (0.08, -1.94, 4.13)  0.07
C (-1.14, -1.83, 3.46)  0.08
C (-1.14, -1.51, 2.12)  -0.16
N (0.04, -1.27, 1.50)  -0.04
C (-2.27, -1.54, 1.18)  -0.16
C (-3.56, -1.84, 1.50)  0.07
C (-4.51, -1.99, 0.47)  0.08
C (-4.12, -1.85, -0.85)  0.06
C (-2.80, -1.54, -1.16)  -0.25
C (-2.34, -1.40, -2.57)  0.01
N (-1.90, -1.35, -0.15)  -0.06
H (2.39, -2.36, -3.14)  0.13
H (2.89, -0.68, -3.22)  0.12
H (1.24, -1.10, -2.70)  0.04
H (4.83, -1.91, -1.79)  0.16
H (5.61, -2.11, 0.56)  0.16
H (3.98, -1.88, 2.42)  0.15
H (2.23, -1.98, 3.93)  0.15
H (0.10, -2.18, 5.18)  0.16
H (-2.06, -2.03, 3.99)  0.15
H (-3.86, -1.98, 2.53)  0.15
H (-5.53, -2.24, 0.71)  0.16
H (-4.83, -1.99, -1.65)  0.16
H (-3.00, -0.74, -3.14)  0.12
H (-2.35, -2.37, -3.07)  0.13
H (-1.31, -1.00, -2.66)  0.05
C (0.92, 1.74, -1.60)  -0.10
N (0.03, 1.07, -0.38)  -0.22
C (0.47, 1.77, 0.93)  -0.14
N (0.44, 3.19, 0.83)  -0.06
C (1.32, 3.65, -0.25)  -0.07
N (0.82, 3.13, -1.53)  -0.06
C (-0.51, 3.66, -1.82)  -0.04
N (-1.38, 3.17, -0.72)  -0.02
C (-1.62, 1.86, -0.73)  -0.01
C (-0.91, 3.71, 0.58)  -0.05
H (0.53, 1.34, -2.54)  0.14
H (1.94, 1.40, -1.41)  0.13
H (1.49, 1.42, 1.12)  0.14
H (-0.20, 1.42, 1.72)  0.14
H (2.34, 3.32, -0.09)  0.16
H (1.31, 4.74, -0.28)  0.16
H (-0.88, 3.32, -2.79)  0.16
H (-0.47, 4.75, -1.80)  0.16
H (-1.90, 1.46, -1.70)  0.13
H (-2.23, 1.51, 0.09)  0.14
H (-1.60, 3.41, 1.37)  0.16
H (-0.87, 4.79, 0.53)  0.16

---

[2]
Computed, not measured: a 2-piece molecular cluster, C5H11INO4 overall in a non-equilibrium geometry, with wB97M-V/def2-TZVPD.

## Properties
- total charge = +1
- LUMO energy (alpha / beta) (eV) = -4.6281 / -5.7610
- HOMO (alpha / beta) (eV) = -12.85 / -12.54
- 2S+1 = 1
- max |F| (eV/Å) = 4.3
- DFT total energy (eV) = -23134.13909
- HOMO-LUMO gap (alpha / beta) (Ha) = 0.3021 / 0.2491

Each line ends with the Löwdin charge.
Geometry (Å):
C (-1.59, -0.74, -0.77)  -0.07
C (-0.05, -1.17, -1.08)  -0.26
C (0.97, -0.51, -0.19)  -0.27
C (0.28, -0.26, 1.24)  -0.30
C (-0.86, 0.76, 0.95)  -0.29
N (-0.36, 2.14, 0.91)  0.24
O (-1.65, 0.52, -0.17)  -0.04
O (0.29, -0.80, -2.38)  -0.01
O (1.23, 0.74, -0.70)  -0.01
O (1.07, 0.32, 2.16)  -0.01
I (-2.31, 1.44, 3.65)  0.22
H (-2.28, -0.78, -1.70)  0.17
H (-1.96, -1.50, 0.05)  0.16
H (0.00, -2.34, -1.02)  0.20
H (1.77, -1.11, 0.04)  0.14
H (-0.27, -1.20, 1.62)  0.19
H (0.07, 2.40, 1.74)  0.10
H (-1.18, 2.66, 0.67)  0.16
H (0.39, 1.96, 0.13)  0.18
H (0.30, -1.43, -3.09)  0.13
H (1.12, 0.60, -1.71)  0.17
H (1.84, -0.25, 2.51)  0.20

---

[3]
Computed, not measured: an isolated molecule of C3H5NO in a non-equilibrium geometry, with wB97M-V/def2-TZVPD.

## Properties
- energy relative to the best compared isomer or geometry (same formula, charge and spin) (kcal per mole) = 138.95
- LUMO energy (alpha / beta) (eV) = -1.2130 / -0.6505
- HOMO (alpha / beta) (eV) = -8.49 / -9.82
- 2S+1 = 1
- max |F| (eV/Å) = 5.4
- SMILES string = C=C[N+](=C)[O-]
- DFT total energy (eV) = -6723.54719
- HOMO-LUMO gap (alpha / beta) (Ha) = 0.2674 / 0.3370

Each line ends with the Löwdin charge.
Geometry (Å):
C (1.82, -0.25, 0.22)  0.06
C (-1.87, 0.53, 0.23)  0.17
C (0.62, 0.23, 0.01)  -0.25
N (-0.50, -0.49, -0.26)  -0.26
O (-0.50, -1.71, -0.19)  0.01
H (2.65, 0.42, 0.38)  0.06
H (1.93, -1.33, 0.14)  0.07
H (-2.64, -0.16, -0.03)  0.00
H (-1.87, 1.42, -0.43)  0.03
H (0.36, 1.31, -0.08)  0.11

---

[4]
Computed, not measured: C2H2NO3 as an isolated structure in a non-equilibrium geometry, with wB97M-V/def2-TZVPD.

## Properties
- energy relative to the best compared isomer or geometry (same formula, charge and spin) (kcal per mole) = 41.81
- total charge = -1
- LUMO energy (eV) = 3.2128
- HOMO (eV) = -4.39
- 2S+1 = 1
- max |F| (eV/Å) = 3.1
- DFT total energy (eV) = -9739.83952
- HOMO-LUMO gap (Ha) = 0.2793

Each line ends with the Löwdin charge.
Geometry (Å):
C (-1.96, 0.88, 0.10)  -0.26
C (3.47, 0.51, -0.21)  -0.47
N (-2.71, 1.21, -0.71)  -0.08
O (0.31, 0.11, 0.77)  -0.40
O (3.46, -0.51, -0.76)  0.19
O (3.51, 1.47, 0.39)  0.21
H (-0.91, 0.48, 0.57)  -0.11
H (0.68, 0.54, 1.55)  -0.08

---

[5]
Computed, not measured: C56H44N8OPSTa as an isolated structure, with wB97M-V/def2-TZVPD.

## Properties
- energy relative to the best compared isomer or geometry (same formula, charge and spin) (kcal per mole) = 4.15
- total charge = +2
- LUMO energy (alpha / beta) (eV) = -7.0412 / -7.0439
- HOMO (alpha / beta) (eV) = -11.42 / -11.42
- 2S+1 = 1
- max |F| (eV/Å) = 0.6
- DFT total energy (eV) = -94423.86410
- HOMO-LUMO gap (alpha / beta) (Ha) = 0.1611 / 0.1609

Each line ends with the Löwdin charge.
Geometry (Å):
Ta (-0.08, -0.45, -0.08)  1.95
C (6.26, -1.64, 1.61)  -0.03
C (6.27, -2.39, 0.42)  -0.03
C (5.14, -2.55, -0.35)  0.02
C (3.99, -1.92, 0.10)  -0.10
C (2.64, -1.92, -0.42)  -0.24
N (1.84, -1.07, 0.38)  0.00
C (2.63, -0.69, 1.47)  -0.24
N (2.26, -0.04, 2.54)  0.23
C (1.00, 0.26, 2.80)  -0.25
C (0.59, 1.00, 3.98)  -0.12
C (1.32, 1.53, 5.03)  0.01
C (0.61, 2.21, 6.01)  -0.03
C (-0.78, 2.35, 5.93)  -0.04
C (-1.51, 1.81, 4.88)  0.01
C (-0.79, 1.14, 3.91)  -0.11
C (-1.22, 0.44, 2.71)  -0.24
N (-2.47, 0.32, 2.36)  0.24
C (-2.87, -0.36, 1.30)  -0.25
N (-2.06, -0.90, 0.31)  0.00
C (-2.90, -1.68, -0.52)  -0.24
N (-2.52, -2.48, -1.47)  0.23
C (-1.27, -2.76, -1.76)  -0.26
N (-0.13, -2.25, -1.11)  -0.03
C (0.97, -2.85, -1.72)  -0.27
N (2.24, -2.67, -1.39)  0.23
C (0.53, -3.74, -2.75)  -0.12
C (1.25, -4.57, -3.62)  0.01
C (0.52, -5.33, -4.50)  -0.04
C (-0.89, -5.26, -4.54)  -0.04
C (-1.60, -4.45, -3.68)  0.01
C (-0.86, -3.68, -2.78)  -0.11
C (-4.26, -1.52, -0.08)  -0.10
C (-5.45, -2.04, -0.57)  0.01
C (-6.60, -1.70, 0.10)  -0.03
C (-6.58, -0.88, 1.25)  -0.04
C (-5.40, -0.37, 1.74)  0.00
C (-4.23, -0.70, 1.05)  -0.11
N (-0.11, -0.11, 2.06)  0.00
C (3.97, -1.17, 1.28)  -0.11
C (5.11, -1.03, 2.06)  0.01
H (7.18, -1.55, 2.18)  0.12
H (7.20, -2.86, 0.11)  0.12
H (5.14, -3.14, -1.26)  0.13
H (2.40, 1.41, 5.08)  0.12
H (1.14, 2.64, 6.86)  0.12
H (-1.30, 2.88, 6.73)  0.12
H (-2.59, 1.90, 4.83)  0.12
H (2.34, -4.62, -3.58)  0.13
H (1.03, -5.99, -5.20)  0.12
H (-1.43, -5.88, -5.26)  0.12
H (-2.69, -4.41, -3.70)  0.13
H (-5.47, -2.68, -1.45)  0.13
H (-7.56, -2.09, -0.25)  0.12
H (-7.51, -0.66, 1.75)  0.12
H (-5.37, 0.26, 2.63)  0.13
H (5.09, -0.46, 2.99)  0.12
C (1.48, 6.49, -1.31)  -0.05
C (2.12, 5.26, -1.51)  -0.07
C (1.43, 4.09, -1.29)  -0.10
C (0.10, 4.14, -0.86)  -0.29
C (-0.54, 5.37, -0.65)  -0.07
C (0.17, 6.54, -0.88)  -0.05
P (-0.76, 2.59, -0.74)  0.90
C (-2.40, 2.81, -0.11)  -0.29
C (-3.51, 2.36, -0.84)  -0.06
C (-4.78, 2.49, -0.30)  -0.06
C (-4.95, 3.07, 0.95)  -0.05
C (-3.85, 3.51, 1.68)  -0.05
C (-2.57, 3.39, 1.15)  -0.08
C (-0.71, 1.73, -2.28)  -0.33
C (-0.96, 2.34, -3.50)  -0.06
C (-0.76, 1.61, -4.67)  -0.03
C (-0.29, 0.31, -4.58)  -0.04
C (-0.06, -0.30, -3.35)  -0.08
C (-0.27, 0.39, -2.14)  -0.21
H (2.03, 7.41, -1.50)  0.12
H (3.15, 5.23, -1.85)  0.12
H (1.92, 3.13, -1.45)  0.12
H (-1.57, 5.41, -0.33)  0.11
H (-0.32, 7.50, -0.72)  0.12
H (-3.37, 1.90, -1.82)  0.11
H (-5.64, 2.14, -0.86)  0.12
H (-5.95, 3.17, 1.36)  0.12
H (-3.99, 3.97, 2.66)  0.12
H (-1.71, 3.73, 1.73)  0.09
H (-1.29, 3.38, -3.54)  0.13
H (-0.94, 2.07, -5.64)  0.12
H (-0.10, -0.26, -5.49)  0.12
H (0.30, -1.31, -3.38)  0.08
C (0.27, 5.01, 2.93)  -0.11
C (1.73, 5.46, 2.95)  -0.29
C (2.51, 4.95, 1.74)  -0.44
S (2.62, 3.13, 1.73)  0.88
O (-0.01, 1.56, 0.17)  -0.47
C (4.41, 2.88, 1.53)  -0.47
C (5.29, 3.40, 2.67)  -0.29
C (4.93, 2.86, 4.06)  -0.11
H (-0.28, 5.38, 3.80)  0.08
H (0.19, 3.91, 2.94)  0.04
H (-0.24, 5.39, 2.03)  0.06
H (2.22, 5.11, 3.87)  0.10
H (1.78, 6.55, 2.96)  0.12
H (3.52, 5.34, 1.73)  0.08
H (2.02, 5.27, 0.83)  0.03
H (4.72, 3.33, 0.58)  0.08
H (4.53, 1.80, 1.42)  0.05
H (5.27, 4.49, 2.69)  0.10
H (6.33, 3.13, 2.43)  0.11
H (4.02, 3.33, 4.44)  0.05
H (5.73, 3.04, 4.78)  0.08
H (4.74, 1.77, 4.02)  0.06